No. 1
{"formula": "C47H37ClN3O2P2V", "method": "the ωB97M-V functional and the def2-TZVPD basis", "s_squared": 0.762, "orbital_gap_ha": [0.2435, 0.2433], "e_above_lowest_ev": 0.0022, "charge": 1, "multiplicity": 2, "e_tot_ev": -114689.0524, "largest_force_ha_per_bohr": 0.00616, "elements": ["V", "O", "C", "O", "C", "C", "C", "N", "C", "C", "C", "C", "C", "C", "C", "N", "C", "C", "C", "C", "C", "N", "H", "H", "H", "H", "H", "H", "H", "H", "H", "H", "Cl", "C", "C", "C", "C", "C", "C", "P", "C", "C", "C", "C", "C", "C", "C", "C", "C", "C", "C", "C", "H", "H", "H", "H", "H", "H", "H", "H", "H", "H", "H", "H", "H", "H", "C", "P", "C", "C", "C", "C", "C", "C", "C", "C", "C", "C", "C", "C", "H", "H", "H", "H", "H", "H", "H", "H", "H", "H", "H", "H", "H"], "xyz": [[-0.597, -0.466, 1.045], [-5.169, 3.085, -2.565], [-5.255, 1.850, -2.472], [-5.871, 0.993, -3.122], [-4.330, 1.256, -1.372], [-3.617, 2.088, -0.519], [-2.646, 1.529, 0.292], [-2.326, 0.231, 0.193], [-3.153, -0.600, -0.452], [-4.177, -0.118, -1.245], [-2.939, -1.997, -0.055], [-3.722, -3.047, -0.516], [-3.585, -4.294, 0.065], [-2.653, -4.467, 1.080], [-1.863, -3.394, 1.439], [-1.984, -2.178, 0.890], [-2.029, 2.135, 1.486], [-2.300, 3.419, 1.933], [-1.875, 3.791, 3.195], [-1.188, 2.872, 3.977], [-0.890, 1.640, 3.435], [-1.280, 1.271, 2.208], [-3.857, 3.144, -0.532], [-4.853, -0.748, -1.809], [-4.447, -2.870, -1.299], [-4.203, -5.119, -0.263], [-2.527, -5.417, 1.579], [-1.108, -3.511, 2.205], [-2.875, 4.095, 1.314], [-2.094, 4.780, 3.574], [-0.864, 3.111, 4.980], [-0.308, 0.917, 3.992], [1.170, -2.241, 1.753], [2.797, -1.657, 1.429], [3.799, -2.612, 1.450], [5.114, -2.193, 1.347], [5.405, -0.836, 1.279], [4.381, 0.094, 1.260], [3.039, -0.298, 1.275], [1.643, 0.886, 1.246], [1.843, 2.049, -0.148], [0.659, 2.608, -0.622], [0.662, 3.543, -1.648], [1.863, 3.921, -2.227], [3.052, 3.368, -1.767], [3.046, 2.448, -0.730], [2.075, 1.928, 2.681], [2.452, 1.309, 3.874], [2.696, 2.064, 5.009], [2.568, 3.448, 4.963], [2.201, 4.069, 3.779], [1.954, 3.313, 2.639], [3.549, -3.658, 1.560], [5.911, -2.924, 1.361], [6.434, -0.503, 1.258], [4.626, 1.146, 1.279], [-0.289, 2.298, -0.200], [-0.272, 3.961, -2.000], [1.875, 4.639, -3.035], [3.993, 3.654, -2.220], [3.988, 2.033, -0.410], [2.562, 0.229, 3.916], [2.994, 1.576, 5.928], [2.765, 4.039, 5.847], [2.112, 5.147, 3.736], [1.667, 3.810, 1.721], [1.669, -0.259, -2.286], [0.246, -1.055, -1.459], [-1.044, -0.806, -2.721], [-1.404, 0.523, -2.960], [-2.426, 0.835, -3.839], [-3.121, -0.183, -4.482], [-2.747, -1.502, -4.276], [-1.710, -1.818, -3.405], [0.739, -2.815, -1.510], [-0.198, -3.830, -1.315], [0.192, -5.158, -1.256], [1.532, -5.499, -1.378], [2.474, -4.501, -1.570], [2.082, -3.170, -1.638], [1.881, -0.795, -3.212], [2.553, -0.250, -1.650], [1.410, 0.769, -2.527], [-0.896, 1.324, -2.434], [-2.722, 1.867, -3.989], [-3.961, 0.060, -5.118], [-3.269, -2.297, -4.794], [-1.427, -2.853, -3.273], [-1.246, -3.588, -1.225], [-0.555, -5.930, -1.119], [1.837, -6.536, -1.336], [3.521, -4.754, -1.679], [2.841, -2.416, -1.791]], "forces_ev_per_angstrom": [[0.1, -0.2, 0.2], [0.0, -0.1, 0.0], [0.0, 0.0, 0.0], [0.0, 0.1, 0.0], [0.0, 0.0, 0.0], [0.0, 0.0, 0.0], [0.0, 0.0, 0.1], [-0.1, 0.0, 0.0], [0.0, 0.0, 0.0], [0.0, 0.0, 0.0], [0.1, 0.0, 0.0], [-0.1, -0.1, 0.1], [0.0, 0.0, 0.0], [0.0, 0.0, 0.0], [0.0, -0.1, 0.0], [0.0, 0.1, -0.1], [0.0, 0.0, -0.1], [0.0, 0.0, 0.0], [0.0, 0.0, 0.0], [0.0, 0.0, 0.0], [0.0, 0.0, 0.0], [0.0, 0.0, -0.1], [0.0, 0.0, 0.0], [0.0, 0.0, 0.0], [0.0, 0.0, 0.0], [0.0, 0.0, 0.0], [0.0, 0.0, 0.0], [0.0, 0.0, 0.0], [0.0, 0.0, 0.0], [0.0, 0.0, 0.0], [0.0, 0.0, 0.0], [0.0, 0.0, 0.0], [-0.1, 0.1, 0.0], [0.0, 0.0, 0.0], [0.0, 0.0, 0.0], [0.0, 0.0, 0.0], [0.0, 0.0, 0.0], [0.0, 0.0, 0.0], [0.0, 0.0, 0.1], [-0.1, 0.0, -0.1], [0.0, 0.0, 0.0], [0.0, 0.0, 0.0], [0.0, 0.0, 0.0], [0.0, 0.0, 0.0], [0.0, 0.0, 0.0], [0.0, 0.0, 0.0], [0.0, 0.0, 0.0], [0.0, 0.0, 0.0], [0.0, 0.0, 0.0], [0.0, 0.0, 0.0], [0.0, 0.0, 0.0], [0.0, 0.0, 0.0], [0.0, 0.0, 0.0], [0.0, 0.0, 0.0], [0.0, 0.0, 0.0], [0.0, 0.0, 0.0], [0.0, 0.0, 0.0], [0.0, 0.0, 0.0], [0.0, 0.0, 0.0], [0.0, 0.0, 0.0], [0.0, 0.0, 0.0], [0.0, 0.0, 0.0], [0.0, 0.0, 0.0], [0.0, 0.0, 0.0], [0.0, 0.0, 0.0], [0.0, 0.0, 0.0], [0.0, 0.0, 0.0], [0.0, 0.0, 0.0], [0.0, 0.0, 0.0], [0.0, 0.0, 0.0], [0.0, 0.0, 0.0], [0.0, 0.0, 0.0], [0.0, 0.0, 0.0], [0.0, 0.0, 0.0], [0.0, 0.0, 0.0], [0.0, 0.0, 0.0], [0.0, 0.0, 0.0], [0.0, 0.0, 0.0], [0.0, 0.0, 0.0], [0.0, 0.0, 0.0], [0.0, 0.0, 0.0], [0.0, 0.0, 0.0], [0.0, 0.0, 0.0], [0.0, 0.0, 0.0], [0.0, 0.0, 0.0], [0.0, 0.0, 0.0], [0.0, 0.0, 0.0], [0.0, 0.0, 0.0], [0.0, 0.0, 0.0], [0.0, 0.0, 0.0], [0.0, 0.0, 0.0], [0.0, 0.0, 0.0], [0.0, 0.0, 0.0]]}

No. 2
{"formula": "C5H12N2O", "method": "the ωB97M-V functional and the def2-TZVPD basis", "orbital_gap_ha": 0.3683, "e_above_lowest_ev": 2.0073, "multiplicity": 1, "smiles": "CNC(C)=O.C=NC", "e_tot_ev": -10406.4167, "largest_force_ha_per_bohr": 0.04143, "elements": ["C", "C", "C", "C", "N", "N", "C", "O", "H", "H", "H", "H", "H", "H", "H", "H", "H", "H", "H", "H"], "xyz": [[-2.126, 0.709, 0.068], [-1.814, -1.545, -0.483], [1.194, 1.856, -0.139], [1.465, -0.700, 1.213], [-1.515, -0.379, 0.294], [1.081, 0.597, -0.843], [1.369, -0.656, -0.291], [1.694, -1.574, -1.018], [1.186, 0.617, -1.848], [-1.984, 1.536, 0.754], [-3.063, 0.760, -0.499], [-1.255, -1.508, -1.422], [-2.880, -1.675, -0.705], [-1.426, -2.414, 0.053], [0.391, 1.887, 0.602], [1.104, 2.670, -0.855], [2.140, 1.978, 0.395], [1.570, -1.736, 1.525], [2.321, -0.122, 1.556], [0.549, -0.303, 1.644]], "forces_ev_per_angstrom": [[-1.1, -1.3, 1.3], [0.1, -0.5, -0.2], [-0.4, -0.4, 0.3], [-0.5, -0.2, -0.1], [0.1, 1.3, -0.2], [0.4, -0.9, -0.1], [1.2, 1.6, -0.5], [-0.6, -0.4, 0.1], [0.1, -0.1, 0.2], [0.5, 0.3, -0.2], [0.3, 0.0, -0.6], [0.0, 0.0, 0.0], [0.0, 0.1, 0.0], [-0.2, 0.0, -0.1], [0.0, 0.4, 0.0], [-0.2, 0.0, 0.1], [0.1, -0.1, -0.1], [0.1, 0.0, 0.0], [0.1, 0.0, 0.0], [0.1, 0.1, 0.1]]}

No. 3
{"formula": "C25H37N3O2Si4V", "method": "the ωB97M-V functional and the def2-TZVPD basis", "orbital_gap_ha": [0.2277, 0.2276], "e_above_lowest_ev": 0.4933, "charge": 1, "multiplicity": 1, "e_tot_ev": -92280.5972, "largest_force_ha_per_bohr": 0.01635, "elements": ["V", "N", "C", "C", "C", "C", "C", "C", "C", "C", "C", "C", "C", "C", "N", "C", "C", "C", "C", "N", "H", "H", "H", "H", "H", "H", "H", "H", "H", "H", "C", "Si", "C", "C", "Si", "Si", "C", "C", "C", "Si", "C", "C", "C", "H", "H", "H", "H", "H", "H", "H", "H", "H", "H", "H", "H", "H", "H", "H", "H", "H", "H", "H", "H", "H", "H", "H", "H", "H", "H", "H", "O", "O"], "xyz": [[-0.193, -0.010, 0.033], [-7.645, -5.097, 4.761], [-6.847, -4.523, 4.168], [-5.838, -3.803, 3.434], [-5.438, -4.255, 2.180], [-4.440, -3.586, 1.497], [-3.842, -2.453, 2.052], [-4.277, -1.987, 3.295], [-5.264, -2.663, 3.989], [-2.748, -1.751, 1.346], [-1.662, -2.502, 0.878], [-1.421, -3.889, 0.944], [-0.300, -4.160, 0.173], [0.137, -2.936, -0.329], [-0.647, -1.927, 0.109], [-2.895, -0.363, 1.145], [-4.076, 0.375, 1.275], [-3.837, 1.675, 0.820], [-2.520, 1.714, 0.420], [-1.922, 0.499, 0.601], [-5.914, -5.123, 1.744], [-4.154, -3.918, 0.508], [-3.816, -1.111, 3.731], [-5.592, -2.313, 4.958], [-1.991, -4.603, 1.515], [0.144, -5.123, -0.017], [0.982, -2.749, -0.978], [-5.018, -0.017, 1.622], [-4.543, 2.485, 0.760], [-1.956, 2.540, 0.015], [0.822, 3.728, 1.861], [2.171, 2.446, 2.027], [3.053, 2.686, 3.658], [3.460, 2.336, 0.682], [1.065, 0.328, 2.214], [-0.325, 0.401, 4.152], [-1.016, -1.335, 4.364], [-1.689, 1.667, 3.928], [0.612, 0.747, 5.729], [2.725, -1.369, 2.431], [3.761, -1.023, 3.944], [1.923, -3.036, 2.710], [3.796, -1.407, 0.891], [1.236, 4.714, 1.636], [0.268, 3.802, 2.798], [0.134, 3.486, 1.054], [3.554, 3.660, 3.667], [3.821, 1.932, 3.818], [2.371, 2.669, 4.505], [3.869, 3.323, 0.447], [3.064, 1.935, -0.247], [4.286, 1.710, 1.024], [-1.366, -1.775, 3.430], [-1.836, -1.368, 5.086], [-0.224, -1.985, 4.745], [-1.900, 1.884, 2.882], [-1.418, 2.609, 4.409], [-2.615, 1.318, 4.393], [1.412, 0.028, 5.904], [-0.110, 0.646, 6.545], [1.037, 1.747, 5.792], [3.156, -0.955, 4.849], [4.363, -0.119, 3.871], [4.445, -1.868, 4.063], [1.539, -3.105, 3.731], [2.660, -3.835, 2.583], [1.096, -3.235, 2.036], [4.594, -0.666, 0.944], [3.236, -1.207, -0.026], [4.264, -2.389, 0.786], [0.341, 1.434, -0.604], [0.766, 2.523, -1.091]], "forces_ev_per_angstrom": [[0.4, 0.6, 0.3], [0.0, 0.0, 0.0], [0.0, 0.1, 0.0], [0.0, -0.1, 0.0], [0.0, 0.0, 0.0], [0.0, 0.1, 0.0], [0.0, -0.1, 0.0], [0.0, 0.0, 0.0], [0.0, 0.0, 0.0], [0.0, 0.0, -0.1], [0.0, 0.2, -0.1], [0.0, -0.1, 0.1], [-0.2, 0.0, -0.1], [-0.1, 0.0, 0.1], [0.2, -0.1, -0.4], [0.1, 0.0, 0.0], [-0.1, 0.0, 0.0], [-0.1, -0.1, 0.0], [0.1, 0.0, 0.0], [0.0, -0.1, -0.1], [0.0, 0.0, 0.0], [0.0, 0.0, 0.0], [0.0, 0.0, 0.0], [0.0, 0.0, 0.0], [0.0, 0.0, 0.0], [0.0, 0.0, 0.0], [0.0, 0.0, 0.0], [0.0, 0.0, 0.0], [0.0, 0.0, 0.0], [0.0, 0.0, 0.0], [0.1, 0.2, -0.2], [-0.2, -0.4, 0.1], [0.1, 0.1, 0.0], [0.0, 0.2, -0.1], [0.4, 0.7, 0.3], [-0.3, -0.5, -0.2], [0.0, 0.0, 0.0], [0.0, 0.1, 0.0], [0.2, 0.1, 0.0], [-0.2, -0.3, -0.3], [0.0, 0.2, 0.0], [0.0, 0.0, 0.1], [0.0, 0.0, -0.1], [0.0, 0.0, 0.0], [0.0, 0.0, 0.0], [0.0, 0.0, 0.0], [0.0, 0.0, -0.1], [0.0, 0.0, 0.0], [0.0, 0.0, 0.0], [0.0, 0.0, 0.1], [0.0, -0.1, -0.1], [0.0, 0.0, 0.0], [0.0, 0.0, 0.1], [0.0, 0.0, 0.0], [0.0, 0.0, 0.0], [0.0, 0.0, 0.0], [0.0, 0.0, 0.0], [0.0, 0.0, 0.0], [0.0, 0.0, 0.0], [0.0, 0.0, 0.0], [0.0, 0.0, 0.0], [0.0, 0.0, 0.0], [0.0, 0.0, 0.0], [0.0, 0.0, 0.0], [0.0, 0.0, 0.0], [0.0, 0.0, 0.0], [0.0, 0.0, 0.0], [0.0, 0.0, 0.0], [0.0, 0.0, 0.0], [0.0, 0.0, 0.0], [-0.4, -0.5, 0.5], [0.0, -0.2, -0.3]]}

No. 4
{"formula": "C25H31NO4", "method": "the ωB97M-V functional and the def2-TZVPD basis", "orbital_gap_ha": 0.2896, "e_above_lowest_ev": 25.7264, "multiplicity": 1, "e_tot_ev": -36083.8086, "largest_force_ha_per_bohr": 0.32665, "elements": ["C", "C", "H", "H", "O", "C", "O", "C", "C", "C", "N", "C", "C", "H", "H", "H", "H", "C", "C", "C", "C", "C", "C", "C", "H", "H", "O", "C", "C", "H", "O", "H", "H", "H", "H", "H", "H", "H", "H", "H", "H", "C", "H", "H", "C", "C", "C", "C", "C", "C", "C", "H", "H", "H", "H", "H", "H", "H", "H", "H", "H"], "xyz": [[1.727, 3.135, 1.138], [0.930, 3.016, -0.230], [1.296, 3.640, -1.022], [-0.098, 3.195, 0.102], [1.189, 1.943, -0.710], [0.322, 0.780, -0.106], [-0.599, 0.917, 0.832], [0.800, -0.559, -0.912], [2.303, -0.815, -0.878], [2.637, -1.159, 0.456], [2.187, -2.672, 0.966], [1.088, -2.930, 0.242], [-0.009, -1.540, -0.218], [-0.491, -1.464, 0.708], [-0.716, -2.094, -0.823], [1.174, -3.381, -0.667], [0.286, -3.525, 0.719], [1.934, -2.613, 2.420], [1.032, -1.848, 2.876], [1.134, -0.545, 3.384], [0.278, 0.444, 3.745], [-1.199, -0.218, 3.915], [-1.374, -1.540, 3.541], [-0.469, -2.368, 3.235], [-0.279, -3.345, 2.881], [-2.384, -1.788, 3.538], [-2.251, 0.929, 4.069], [-1.761, 1.981, 3.817], [-0.636, 2.427, 4.686], [-0.359, 3.498, 4.465], [0.608, 1.621, 3.987], [-0.528, 2.261, 5.658], [-2.684, 2.656, 4.240], [-1.758, 2.437, 2.820], [2.194, 0.000, 3.358], [1.871, -3.887, 2.526], [3.155, -2.308, 2.710], [3.522, -1.403, 0.581], [2.352, -0.437, 1.184], [2.702, -0.080, -1.109], [2.256, -1.627, -1.656], [0.032, -0.585, -2.183], [0.829, 0.298, -2.776], [0.182, -1.273, -2.801], [-1.139, 0.079, -2.380], [-1.742, 0.148, -4.051], [-2.450, -0.938, -4.493], [-2.851, -0.931, -5.870], [-2.332, -0.009, -6.632], [-1.792, 1.060, -5.932], [-1.365, 1.138, -4.773], [-0.854, 2.010, -4.373], [-1.508, 1.963, -6.910], [-2.890, 0.046, -7.660], [-3.399, -1.900, -6.240], [-2.726, -2.036, -3.795], [-1.252, 1.206, -2.062], [-1.944, -0.543, -1.773], [2.869, 2.855, 0.915], [1.178, 2.385, 1.866], [1.773, 4.293, 1.458]], "forces_ev_per_angstrom": [[1.2, 1.5, 0.0], [-0.5, 10.1, 6.1], [-0.2, 2.2, 0.2], [-0.4, 0.2, -0.7], [-1.5, -15.4, -2.8], [-1.7, 1.5, 2.3], [6.1, -0.1, -6.2], [-3.7, 2.3, 2.9], [-9.6, -11.7, 0.7], [-5.5, -2.6, 2.1], [1.4, 4.0, -0.6], [-6.8, 1.3, -0.5], [2.0, -6.6, 2.3], [-0.4, 1.4, 1.2], [-0.2, 0.0, -0.4], [1.2, -1.3, -2.6], [0.7, -0.1, 0.3], [12.2, -9.3, -3.9], [-12.9, 7.1, 7.8], [5.8, 0.9, -1.8], [-7.8, -7.0, 0.6], [4.0, 5.7, -1.1], [-4.8, 4.7, 2.0], [10.7, -2.2, -4.0], [-2.0, -1.5, 0.2], [-1.9, -0.9, 0.2], [-2.7, -16.5, 1.4], [-0.1, 13.9, 0.7], [3.1, 1.6, -6.8], [-0.2, -1.2, 0.2], [-0.3, 4.9, 2.4], [-0.1, -1.4, 4.0], [1.8, 0.1, -0.7], [1.0, -0.8, -0.5], [-1.6, -1.5, -0.2], [-0.2, 3.6, 0.8], [-3.5, -0.8, 0.2], [9.0, -1.0, 0.9], [-0.5, 0.7, 0.5], [7.1, 12.1, -4.6], [1.5, 0.5, 0.8], [8.2, 9.7, 0.0], [-1.5, -2.1, 0.6], [1.2, -6.9, -4.3], [-9.1, 2.9, -1.2], [0.5, -6.6, 9.4], [-1.5, -3.5, 0.7], [-1.0, -6.4, 3.3], [-2.9, 2.4, -3.2], [-0.1, 4.2, -14.8], [3.4, 5.3, 4.4], [0.1, -0.2, 0.0], [-0.7, -2.2, 3.5], [2.1, 0.4, 1.6], [0.9, 2.2, 0.5], [0.9, 4.0, -2.0], [0.5, -2.3, -0.2], [0.7, 1.5, -1.2], [-2.5, 0.3, 0.7], [1.5, 1.9, -1.2], [-0.4, -2.7, -0.1]]}